[1]
Computed, not measured: a molecular structure, C8H17O2Si at a distorted geometry, with wB97M-V/def2-TZVPD.

```
28
Properties=species:S:1:pos:R:3:mulliken_charge:R:1
C -1.214 -1.373 0.025 -0.074
C -2.852 0.859 0.722 -1.169
C -0.932 0.725 -1.621 -1.731
C 1.988 -1.740 -1.204 -1.129
C 1.916 1.122 -0.508 -1.767
C 1.677 -0.611 1.989 -1.115
C -1.344 0.930 0.818 -0.444
C -0.689 0.054 -0.270 1.713
O -0.348 -2.016 0.647 -0.652
O -2.280 -1.747 -0.434 -0.743
Si 1.103 -0.558 0.013 0.710
H -3.049 -0.142 0.387 0.376
H -3.416 1.685 0.094 0.185
H -3.396 0.918 1.670 0.368
H -1.875 0.508 -2.122 0.309
H -0.092 0.441 -2.257 0.417
H -0.918 1.908 -1.472 0.272
H 2.498 -1.084 -1.966 0.232
H 2.692 -2.438 -0.708 0.337
H 1.235 -2.474 -1.646 0.290
H 1.428 1.904 -0.009 0.425
H 2.999 1.076 -0.275 0.337
H 1.721 1.348 -1.532 0.476
H 1.977 -1.598 2.504 0.299
H 2.401 0.269 2.001 0.228
H 0.802 -0.295 2.487 0.343
H -0.968 1.976 0.929 0.359
H -1.063 0.352 1.740 0.147
```

Properties
LUMO = 3.7 eV
Total charge = -1
Energy relative to the best compared isomer or geometry (same formula, charge and spin) = 0.0 kcal/mol


[2]
Computed, not measured: a molecular structure, C8H18BN4O5S2 at a distorted geometry, with wB97M-V/def2-TZVPD.

```
38
Properties=species:S:1:pos:R:3:mulliken_charge:R:1
N 1.940 2.148 -0.942 -0.443
B 1.708 3.040 -2.067 0.487
O 2.603 3.164 -3.110 -0.558
S 0.242 4.229 -2.184 1.026
O 0.108 4.600 -3.576 -0.658
O 0.668 5.294 -1.290 -0.724
N -1.114 3.598 -1.611 -0.425
S -1.422 2.091 -1.957 0.690
O -1.234 1.235 -0.810 -0.424
O -2.689 1.945 -2.631 -0.675
H 1.826 1.185 -1.236 0.120
H 2.918 2.258 -0.689 0.259
H 2.544 2.445 -3.737 0.284
H -0.506 1.715 -2.896 0.005
C 1.404 -3.078 0.918 -1.164
C 1.719 -2.699 -0.521 -0.238
C 3.184 -2.306 -0.736 -0.426
C 3.566 -1.139 0.058 0.225
N 3.865 -0.200 0.648 -0.468
H 1.562 -2.238 1.594 0.324
H 0.359 -3.372 1.011 0.297
H 2.022 -3.915 1.256 0.349
H 1.075 -1.871 -0.825 0.179
H 1.492 -3.539 -1.182 0.315
H 3.362 -2.066 -1.784 0.271
H 3.845 -3.131 -0.467 0.342
C -3.603 -1.899 2.910 -1.157
C -3.599 -0.405 2.607 -0.501
C -2.494 0.007 1.627 -0.123
C -1.181 -0.303 2.181 0.261
N -0.169 -0.548 2.667 -0.588
H -2.672 -2.207 3.389 0.346
H -4.422 -2.157 3.583 0.341
H -3.724 -2.483 1.995 0.288
H -3.485 0.154 3.538 0.318
H -4.561 -0.119 2.177 0.325
H -2.532 1.075 1.419 0.263
H -2.602 -0.508 0.673 0.255
```

Properties
LUMO = 2.4 eV
Total charge = -1


[3]
Computed, not measured: 2 unconnected molecules or ions with the total composition C8H18BrN at a distorted geometry, with wB97M-V/def2-TZVPD.

```
28
Properties=species:S:1:pos:R:3:mulliken_charge:R:1
C -1.168 -0.444 -2.975 -1.192
C 0.045 0.184 -2.266 -0.448
C 0.608 -0.606 -1.077 -0.484
N -0.003 -0.190 0.251 0.047
C -1.474 -0.528 0.234 -1.069
C 0.716 -0.908 1.367 -0.587
C 0.583 -0.015 2.596 -0.627
C -0.118 1.257 2.156 -0.777
C 0.170 1.268 0.652 -0.483
H -1.190 -0.182 -4.034 0.392
H -2.089 -0.052 -2.547 0.288
H -1.157 -1.534 -3.014 0.301
H -0.164 1.211 -1.972 0.232
H 0.871 0.215 -2.977 0.403
H 1.675 -0.451 -0.879 0.274
H 0.490 -1.686 -1.157 0.514
H -1.724 -1.478 -0.227 0.274
H -1.956 0.289 -0.295 0.322
H -1.756 -0.557 1.284 0.496
H 0.345 -1.927 1.443 0.416
H 1.763 -0.866 1.121 0.299
H 0.204 -0.590 3.444 0.312
H 1.609 0.176 2.920 0.385
H -1.189 1.203 2.359 0.279
H 0.244 2.116 2.716 0.442
H -0.508 1.949 0.144 0.423
H 1.220 1.496 0.445 0.319
Br 3.953 0.652 0.287 -0.752
```

Properties
LUMO = 0.1 eV
Energy relative to the best compared isomer or geometry (same formula, charge and spin) = 0.0 kcal/mol


[4]
Computed, not measured: a molecular structure, C8H18Cl2ErO3PS at a distorted geometry, with wB97M-V/def2-TZVPD.

```
34
Properties=species:S:1:pos:R:3:lowdin_spin:R:1
C -2.032 3.167 -3.631 0.000
C -1.543 2.578 -2.369 0.000
H -1.306 2.960 -4.419 0.000
H -2.135 4.254 -3.497 0.000
H -3.011 2.748 -3.916 0.000
O -0.546 1.826 -2.202 -0.004
Cl -2.489 3.074 -0.989 0.000
Er -0.028 0.836 -0.232 3.023
P -0.858 -2.029 -0.181 -0.005
C -0.162 -3.624 -0.751 -0.001
C -1.904 -2.700 1.163 -0.001
H -2.717 -0.860 -1.235 0.000
H -2.741 -2.638 -1.584 0.000
H -1.588 -1.544 -2.446 0.000
C -2.106 -1.739 -1.494 0.000
H -2.480 -1.892 1.630 0.000
H -2.580 -3.475 0.768 0.000
H -0.979 -4.335 -0.968 0.000
H 0.488 -4.032 0.037 0.000
H -1.259 -3.141 1.937 0.000
H 0.452 -3.468 -1.647 0.000
C 1.695 -0.992 -0.396 -0.002
O 2.528 -1.734 -0.088 0.000
Cl -1.805 0.873 1.432 -0.008
C 3.161 2.885 2.453 0.000
S 3.092 1.390 1.468 0.000
C 2.904 0.297 2.906 0.000
O 1.668 1.538 0.824 -0.002
H 4.111 2.930 3.004 0.000
H 2.296 2.893 3.128 0.000
H 3.112 3.717 1.746 0.000
H 2.013 0.489 3.524 0.000
H 2.926 -0.738 2.549 0.000
H 3.822 0.486 3.478 0.000
```

Properties
LUMO (spin up / spin down) = -7.2 / -7.2 eV
Multiplicity = 4
Total charge = +2
Energy relative to the best compared isomer or geometry (same formula, charge and spin) = 0.0 kcal/mol
⟨S²⟩ = 3.753


[5]
Computed, not measured: a molecular structure, C8H18ClGdIN2O3P at a distorted geometry, with wB97M-V/def2-TZVPD.

```
35
Properties=species:S:1:pos:R:3:lowdin_spin:R:1
C 3.401 2.978 -1.793 -0.004
C 2.665 2.294 -0.721 -0.027
H 4.224 3.573 -1.324 0.000
H 2.689 3.688 -2.277 0.000
H 3.802 2.256 -2.545 -0.001
O 2.093 1.351 -0.242 -0.019
I 0.683 -0.846 -4.128 0.267
Gd 0.325 -0.078 -1.389 6.804
P -1.511 1.533 0.653 -0.004
C -1.641 1.885 2.448 -0.002
C -1.472 3.241 0.002 0.002
H -3.499 0.819 -0.508 0.000
H -3.842 2.157 0.648 0.000
H -3.609 0.482 1.233 0.000
C -3.302 1.214 0.485 0.001
H -1.170 3.217 -1.056 0.000
H -2.485 3.653 0.073 0.000
H -2.323 2.745 2.607 0.000
H -0.667 2.105 2.901 0.000
H -0.767 3.858 0.578 0.000
H -2.073 1.001 2.940 0.000
C 0.308 -0.307 1.304 -0.017
O 0.311 -1.009 2.228 -0.002
Cl -2.145 -0.728 -1.986 0.015
C 2.447 -4.165 0.382 0.000
N 0.998 -4.072 0.463 0.001
C 0.357 -3.143 -0.261 0.000
N -0.968 -3.269 -0.485 0.001
O 0.990 -2.098 -0.699 -0.015
H 2.952 -3.231 0.667 0.000
H 2.768 -4.486 -0.618 0.000
H 2.775 -4.956 1.085 0.000
H 0.481 -4.860 0.880 0.000
H -1.401 -2.610 -1.139 0.000
H -1.393 -4.191 -0.406 0.000
```

Properties
LUMO (spin up / spin down) = -11.0 / -11.1 eV
Multiplicity = 8
Total charge = +2
⟨S²⟩ = 16.122


[6]
Computed, not measured: a molecular structure, C8H18Cu2O12 at a distorted geometry, with wB97M-V/def2-TZVPD.

```
40
Properties=species:S:1:pos:R:3:mulliken_charge:R:1
Cu 15.559 5.085 8.296 -0.048
Cu 17.103 6.769 9.651 0.575
C 14.347 5.676 11.284 0.443
O 15.215 5.590 10.299 0.132
O 13.530 6.721 11.268 -0.838
O 14.271 4.813 12.198 -0.796
C 17.410 3.489 8.824 0.706
O 17.728 4.776 8.959 -0.700
O 16.604 3.199 7.809 -0.819
O 17.720 2.635 9.724 -0.758
C 17.344 7.957 13.008 -0.506
C 16.122 7.474 13.806 -0.451
O 15.042 8.370 13.513 -0.572
O 17.198 8.170 11.597 -0.221
H 18.136 7.209 13.094 0.328
H 17.654 8.881 13.509 0.265
H 16.269 7.683 14.871 0.378
H 15.995 6.397 13.683 0.227
H 14.668 8.022 12.661 0.314
H 16.635 8.954 11.542 0.243
C 17.537 9.148 7.530 -0.395
C 17.739 7.901 6.726 -0.661
O 16.757 6.956 7.045 -0.250
O 17.800 8.855 8.909 -0.343
H 16.618 9.685 7.287 0.211
H 18.356 9.848 7.308 0.416
H 18.763 7.537 6.902 0.291
H 17.832 8.034 5.638 0.395
H 16.807 6.217 6.424 0.248
H 18.250 9.580 9.340 0.214
C 13.066 8.286 8.685 -0.542
C 12.168 9.004 9.687 -0.428
O 11.572 8.079 10.594 -0.707
O 14.408 8.068 9.108 -0.169
H 13.151 8.950 7.804 0.256
H 12.620 7.356 8.312 0.265
H 11.422 9.656 9.224 0.331
H 12.786 9.621 10.364 0.174
H 12.275 7.523 11.037 0.531
H 14.302 7.351 9.794 0.260
```

Properties
LUMO = 4.2 eV
Total charge = -2
Energy relative to the best compared isomer or geometry (same formula, charge and spin) = 0.0 kcal/mol


[7]
Computed, not measured: a molecular structure, C8H18HgO12 at a distorted geometry, with wB97M-V/def2-TZVPD.

```
39
Properties=species:S:1:pos:R:3:mulliken_charge:R:1
Hg -0.199 -0.113 -0.348 0.093
C 2.383 -2.413 -2.575 0.722
O 1.739 -1.565 -3.194 -0.516
O 2.588 -2.182 -1.406 -0.603
O 2.117 -3.506 -3.008 -0.578
C -3.095 -1.401 -2.920 0.728
O -3.358 -1.507 -4.099 -0.632
O -3.091 -0.316 -2.328 -0.627
O -2.502 -2.308 -2.437 -0.510
C -3.633 -4.196 2.183 -0.319
C -2.186 -3.885 2.732 -0.431
O -1.263 -3.305 1.869 -0.441
O -3.452 -5.042 0.990 -0.551
H -4.101 -3.309 1.756 0.263
H -4.304 -4.733 2.853 0.294
H -1.806 -4.803 3.180 0.265
H -2.225 -3.117 3.505 0.279
H -0.939 -4.081 1.405 0.296
H -3.036 -4.462 0.348 0.323
C 3.193 3.272 -3.094 -0.461
C 2.028 4.091 -2.559 -0.326
O 0.908 3.274 -2.334 -0.481
O 2.977 2.692 -4.367 -0.549
H 3.407 2.455 -2.405 0.314
H 4.106 3.863 -3.163 0.332
H 1.717 4.811 -3.316 0.272
H 2.283 4.615 -1.639 0.241
H 0.217 3.501 -2.960 0.288
H 2.415 1.956 -4.114 0.346
C 1.452 1.926 3.376 -0.370
C 0.095 2.555 3.373 -0.497
O -0.866 1.783 2.628 -0.437
O 1.884 1.767 2.052 -0.435
H 1.434 0.965 3.891 0.264
H 2.160 2.564 3.905 0.312
H 0.164 3.531 2.893 0.265
H -0.310 2.833 4.346 0.363
H -1.740 1.960 2.983 0.253
H 2.840 1.831 1.998 0.251
```

Properties
LUMO = 3.4 eV
Total charge = -2
Energy relative to the best compared isomer or geometry (same formula, charge and spin) = 0.0 kcal/mol


[8]
Computed, not measured: 3 unconnected molecules or ions with the total composition C8H18IN3O at a distorted geometry, with wB97M-V/def2-TZVPD.

```
31
Properties=species:S:1:pos:R:3:mulliken_charge:R:1
C 3.603 0.145 -0.487 -1.088
C 2.636 -1.090 -0.467 -0.684
C 1.400 -0.927 0.388 0.127
C 0.373 -1.982 -0.087 -0.752
N -0.818 -1.878 0.779 -0.233
C -1.890 -1.580 0.159 -0.082
N -3.075 -1.127 0.615 -0.358
H 2.937 1.034 -0.755 0.209
H 4.491 -0.014 -1.274 0.305
H 3.917 0.361 0.499 0.346
H 2.385 -1.323 -1.544 0.327
H 3.217 -1.877 -0.172 0.412
H 1.343 -1.087 1.443 0.326
H 0.889 0.107 0.271 -0.074
H 0.057 -1.871 -1.107 0.442
H 0.685 -3.147 -0.107 0.176
H -1.892 -1.496 -0.999 0.237
H -3.576 -0.510 0.047 0.300
H -2.950 -0.874 1.598 0.207
O -1.808 1.448 1.742 -0.447
N -0.795 1.606 0.752 -0.258
C -1.063 2.027 -0.359 0.240
C -2.018 2.644 -1.371 -0.242
C -0.553 2.565 -1.650 -0.496
H -1.285 0.963 2.440 0.307
H -2.412 3.658 -0.928 0.191
H -2.737 1.881 -1.722 0.224
H -0.151 1.757 -2.349 0.134
H 0.052 3.362 -1.558 0.246
I -0.684 -1.335 3.891 -0.162
H -0.278 -1.440 2.312 0.119
```

Properties
LUMO = 0.6 eV
Energy relative to the best compared isomer or geometry (same formula, charge and spin) = 40.2 kcal/mol
SMILES = CCCC/N=C/N.ON=C1CC1.I


[9]
Computed, not measured: a molecular structure, C8H18N2O at a distorted geometry, with wB97M-V/def2-TZVPD.

```
29
Properties=species:S:1:pos:R:3:mulliken_charge:R:1
C -3.056 1.828 -0.390 -0.930
C -2.183 1.028 0.358 0.138
C -2.241 -0.334 -0.353 -0.542
C -1.675 -1.388 0.585 -0.744
C -0.091 -1.216 0.826 -0.529
C 0.676 -1.231 -0.545 -0.964
C 2.182 -1.201 -0.533 -0.496
C 3.858 0.713 0.287 -0.920
H -3.581 2.816 0.236 0.268
H -2.470 2.490 -1.507 0.227
H -4.050 1.108 -0.586 0.221
H -1.062 1.480 0.393 -0.060
H -2.534 0.731 1.390 0.268
H -1.639 -0.321 -1.291 0.151
H -3.281 -0.720 -0.656 0.439
H -2.395 -1.507 1.515 0.301
H -1.478 -2.459 0.086 0.257
H 0.320 -0.222 1.225 0.321
H 0.388 -1.871 1.664 0.351
H 0.418 -0.429 -1.069 0.499
H 0.456 -2.049 -1.268 0.482
H 2.568 -1.882 0.332 0.273
H 2.552 -1.700 -1.665 0.250
H 3.622 1.491 1.176 0.246
H 4.488 -0.068 0.469 0.400
H 4.224 1.219 -0.672 0.285
N 2.541 0.249 -0.173 0.324
N 1.576 1.180 -0.169 0.087
O 1.868 2.269 0.336 -0.603
```

Properties
LUMO = 0.8 eV
Energy relative to the best compared isomer or geometry (same formula, charge and spin) = 171.7 kcal/mol


[10]
Computed, not measured: 2 unconnected molecules or ions with the total composition C8H18N2O3 at a distorted geometry, with wB97M-V/def2-TZVPD.

```
31
Properties=species:S:1:pos:R:3:mulliken_charge:R:1
C 0.718 -2.528 0.168 -1.108
N 1.213 -1.289 0.689 -0.184
C 2.194 -0.541 0.001 -0.121
C 3.112 -1.187 -1.008 -0.940
N 2.739 0.368 0.859 0.700
O 2.217 0.796 1.954 -0.785
O 3.823 1.052 0.355 -0.439
H 1.644 -3.143 0.219 0.452
H -0.019 -2.950 0.972 0.297
H 0.320 -2.324 -0.764 0.375
H 0.621 -0.544 1.145 0.241
H 2.838 -0.742 -2.009 0.218
H 4.165 -0.989 -0.673 0.318
H 2.794 -2.254 -0.919 0.306
H 3.941 1.846 0.990 0.405
C -3.317 0.330 0.685 -1.479
C -1.740 0.377 0.587 -0.194
C -1.249 1.751 0.271 -0.789
C 0.264 1.955 0.256 -0.910
C 1.030 1.202 -0.821 0.586
O 1.897 1.677 -1.526 -0.559
H -3.835 0.614 -0.274 0.303
H -3.705 1.102 1.480 0.265
H -3.719 -0.554 0.976 0.500
H -1.402 -0.283 -0.123 0.291
H -1.264 0.172 1.478 0.407
H -1.679 2.354 1.046 0.407
H -1.468 2.133 -0.663 0.384
H 0.688 1.775 1.220 0.448
H 0.545 3.019 0.241 0.363
H 0.612 0.205 -1.266 0.241
```

Properties
LUMO (spin up / spin down) = 0.7 / 0.7 eV
Energy relative to the best compared isomer or geometry (same formula, charge and spin) = 46.6 kcal/mol
SMILES = CN/C(C)=[N+](\[O-])O.CCCCC=O


[11]
Computed, not measured: C8H18N2O5 in the gas phase at a distorted geometry, with wB97M-V/def2-TZVPD.

```
33
Properties=species:S:1:pos:R:3:lowdin_spin:R:1
C 0.495 -1.639 -0.157 0.002
C 1.616 0.617 -0.522 0.008
C -0.549 -2.449 0.712 0.025
C 2.978 -0.087 -0.376 0.003
C -0.857 2.053 0.333 0.023
C -1.428 0.600 -1.720 0.008
C -1.031 0.651 -0.203 0.092
C 0.515 -0.176 0.219 0.052
N -2.233 0.241 1.670 0.755
N -2.040 -0.069 0.464 0.873
O -0.597 -3.755 0.071 0.006
O 4.048 0.653 -0.994 0.002
O -0.482 2.304 1.619 0.035
O -2.704 1.202 -1.943 0.006
O 0.600 -0.145 1.589 0.016
H 0.328 -1.840 -1.360 0.000
H 1.478 -2.028 0.143 0.002
H 1.784 1.529 0.046 0.000
H 1.353 0.926 -1.540 0.000
H -1.380 -1.845 0.522 0.012
H -0.297 -2.594 1.824 0.003
H 2.877 -0.978 -0.991 0.000
H 3.025 -0.383 0.720 0.000
H -1.938 2.364 0.231 0.001
H -0.079 2.682 -0.313 0.008
H -1.497 -0.503 -2.153 0.000
H -0.671 0.977 -2.347 0.000
H -3.022 -0.401 1.981 0.063
H -1.103 -4.311 0.668 0.000
H 4.216 1.415 -0.435 0.000
H -1.255 2.052 2.213 0.005
H -2.567 2.139 -1.738 0.000
H 0.416 0.802 1.767 0.001
```

Properties
LUMO (spin up / spin down) = 0.6 / -1.9 eV
Multiplicity = 3
⟨S²⟩ = 2.009


[12]
Computed, not measured: a gas-phase ion, C8H18N4O (charge +2) at a distorted geometry, with wB97M-V/def2-TZVPD.

```
31
Properties=species:S:1:pos:R:3:lowdin_spin:R:1
C -3.024 -1.240 1.160 0.349
C -2.715 -0.909 -1.204 0.240
C -1.284 0.455 0.437 0.054
C 4.713 -0.962 -0.325 0.002
C -2.448 2.507 -0.202 0.002
C 3.627 0.089 -0.295 0.003
C 2.223 -0.507 -0.143 0.033
C 1.133 0.448 0.094 0.131
N -2.331 -0.173 1.421 0.199
N -3.268 -1.547 -0.156 0.026
N -1.882 0.059 -1.071 0.263
N -0.087 -0.155 0.517 0.527
O -1.345 1.771 0.460 -0.002
H -3.554 -1.675 2.025 0.015
H -3.095 -1.267 -2.100 0.017
H 4.767 -1.534 -1.177 0.001
H 5.581 -0.470 -0.047 0.001
H 4.465 -1.714 0.532 0.000
H -2.753 3.253 0.487 0.001
H -3.294 1.776 -0.370 0.001
H -2.167 3.043 -1.111 0.000
H 3.696 0.786 0.552 0.002
H 3.648 0.774 -1.182 0.000
H 2.092 -1.329 -0.922 0.008
H 2.363 -1.058 0.820 0.003
H 1.028 1.213 -0.690 0.017
H 1.596 0.914 1.068 0.094
H -2.053 0.118 2.405 0.002
H -4.101 -2.178 -0.122 -0.001
H -1.440 0.643 -1.714 0.006
H -0.091 -1.132 0.852 0.009
```

Properties
LUMO (spin up / spin down) = -6.5 / -12.0 eV
Multiplicity = 3
Total charge = +2
⟨S²⟩ = 2.023


Q: Which formula does entry 9 have?
A: C8H18N2O